ORCA calculation (ωB97M-V/def2-TZVPD) on a molecular structure, C4H52BO34 in a non-equilibrium geometry.

Calculated values
LUMO = 1.38 eV
energy above the lowest of the compared OMol25 structures with the same formula, charge and spin = 0.0000 eV
net charge = -1
HOMO level = -0.2903 Ha
Kohn-Sham gap = 9.3 eV

XYZ file:
```
91
Properties=species:S:1:pos:R:3:mulliken_charge:R:1
O 9.53400 -13.73900 0.31100 -0.4098
C 8.74300 -14.61800 0.31600 1.7833
O 7.83900 -14.69000 -0.49100 -0.7587
B 7.17700 -16.00300 -0.20100 -1.2167
O 7.82700 -16.43600 1.00100 1.1053
C 8.79100 -15.73600 1.17000 0.5484
O 9.61100 -15.92200 2.04300 -0.1890
O 7.39100 -17.00400 -1.27700 0.8357
C 6.23200 -17.36200 -1.66100 0.1582
O 6.02400 -18.40400 -2.31100 -0.2411
C 5.24800 -16.75100 -0.84800 -0.1796
O 5.69800 -15.91500 -0.03800 0.9903
O 4.06400 -17.02500 -1.01700 -0.1164
O 7.11300 -19.32200 0.59300 -0.9678
H 7.38100 -18.87200 1.43600 0.4458
H 7.11300 -20.24700 0.82000 0.3629
O 9.71900 -15.80100 4.99700 -0.7491
H 10.58500 -16.07600 5.19900 0.3093
H 9.62800 -15.89000 4.05100 0.1915
O 4.54100 -19.71200 0.37600 -0.8099
H 5.44200 -19.44300 0.35000 0.3200
H 4.14800 -19.72000 -0.50800 0.6115
O 11.12500 -11.10800 0.48300 -0.6607
H 11.08000 -10.57700 -0.31600 0.2743
H 10.22600 -11.36400 0.78200 0.3969
O 5.17200 -17.15200 2.54600 -0.6487
H 5.92800 -16.60000 2.28100 -0.0793
H 5.68600 -17.87300 2.87700 0.2686
O 6.47400 -11.75600 0.64200 -0.8454
H 6.20700 -12.68200 0.78900 0.3373
H 6.99900 -11.84000 -0.21000 0.3622
O 11.94200 -16.26200 0.64800 -0.5790
H 12.68800 -16.77800 0.91700 0.3535
H 11.34600 -16.39300 1.37100 -0.0550
O 1.20000 -17.12100 -1.16900 -0.6799
H 1.08200 -17.90200 -0.64400 0.2891
H 1.32400 -17.33300 -2.08200 0.3186
O 11.29200 -13.83200 -1.61200 -0.7714
H 11.53600 -14.74900 -1.75800 0.3091
H 10.68000 -13.68200 -0.91000 0.4332
O 7.80500 -14.22500 3.58600 -0.6444
H 6.88400 -14.14400 3.68800 0.2265
H 8.24000 -14.53400 4.38100 0.2093
O 8.69400 -15.81100 -3.54400 -0.5780
H 9.08500 -15.98800 -2.69600 0.2127
H 8.28600 -14.96200 -3.45200 0.3332
O 8.58300 -11.58500 -1.49500 -0.7016
H 9.10300 -12.33200 -1.23400 0.2301
H 9.20700 -10.99200 -1.89500 0.2761
O 5.25400 -15.54600 -3.66400 -0.5023
H 5.97000 -15.82700 -4.21000 0.1874
H 4.69500 -15.17800 -4.33000 0.2654
O 2.64600 -14.61700 -1.83300 -0.6656
H 2.60700 -15.54300 -1.61100 0.3912
H 3.52300 -14.21500 -1.71600 0.2987
O 7.77700 -18.27300 3.12200 -0.7507
H 7.93000 -18.15700 4.06800 0.3900
H 8.59900 -18.13600 2.66200 -0.1252
O 5.32000 -14.01700 2.07600 -0.5484
H 4.81400 -14.38700 1.35600 0.0435
H 4.71900 -13.34800 2.40500 0.2713
O 2.77500 -16.75100 1.42200 -0.7971
H 3.56900 -17.04500 1.85300 0.5171
H 2.89300 -16.94900 0.51000 0.1233
O 8.96400 -11.38200 1.89400 -0.6703
H 8.95400 -11.25100 2.83400 0.2632
H 8.10700 -11.75600 1.76800 0.2879
O 12.41200 -15.37700 3.71800 -0.6558
H 11.76600 -14.69700 3.47900 0.4322
H 12.56300 -15.39700 4.63500 0.2436
O 3.27900 -19.72400 -1.93800 -0.8208
H 2.54800 -19.54000 -1.32500 0.3276
H 3.26400 -19.04100 -2.58100 0.2876
O 5.14100 -19.92200 -4.48300 -0.6561
H 5.99300 -20.29400 -4.53500 0.3344
H 5.08000 -19.75600 -3.55000 0.2952
O 2.89000 -17.48700 -3.64200 -0.7334
H 3.44600 -17.54800 -4.44100 0.3538
H 3.48900 -17.12900 -3.01300 0.2620
O 11.78600 -18.25600 3.45200 -0.6664
H 11.11000 -18.30800 2.72500 0.3267
H 12.07300 -17.37300 3.36300 0.3212
O 9.42200 -19.04300 -0.88000 -0.7350
H 8.51100 -18.96100 -0.54800 0.3556
H 9.68300 -18.15500 -1.08500 0.3367
O 10.58900 -13.35800 3.22700 -0.8282
H 9.68400 -13.66200 3.18600 0.3416
H 10.88300 -13.32700 2.31600 0.4089
O 8.35000 -18.78900 -3.86800 -0.7345
H 7.94400 -18.18000 -4.43900 0.3454
H 7.93700 -18.62100 -3.01900 0.2669
```

=====

ORCA calculation (ωB97M-V/def2-TZVPD) on 2 unconnected molecules or ions with the total composition C4H5BF7O5S in a non-equilibrium geometry.

Calculated values
LUMO = 1.30 eV
net charge = -1
HOMO level = -0.2728 Ha
Kohn-Sham gap = 8.7 eV

XYZ file:
```
23
Properties=species:S:1:pos:R:3:mulliken_charge:R:1
C -1.52358 1.33194 0.65517 -0.7994
C -0.32848 0.71134 -0.27930 0.5364
O 0.26005 1.55688 -1.16890 -0.4489
O 0.21213 -0.65486 -0.22916 -0.2639
C -0.83820 -1.67332 -0.08447 0.0883
O -0.61736 -2.69556 -1.15838 -0.4874
S -0.69878 -2.62858 1.54574 0.9470
O -1.79283 -2.06865 2.50305 -0.5861
O -1.06322 -4.12399 1.21285 -0.5687
C 1.03833 -2.60172 2.25231 0.6211
F 0.94791 -3.22136 3.61784 -0.2047
F 1.62480 -1.22973 2.34438 -0.1776
F 1.88751 -3.54873 1.44785 -0.2070
H -1.40262 2.49510 0.82263 0.2839
H -2.57634 1.04602 0.17068 0.2647
H -1.47962 0.77722 1.69666 0.2882
H -1.93390 -1.28525 -0.21713 0.3413
H -1.35115 -2.46797 -1.83235 0.3568
B 1.92708 4.05622 -2.65987 0.6951
F 2.85643 5.04047 -3.19043 -0.4159
F 2.66670 2.89930 -2.18234 -0.4156
F 1.17824 4.64071 -1.55931 -0.4246
F 1.00689 3.64452 -3.70752 -0.4230
```

=====

ORCA calculation (ωB97M-V/def2-TZVPD) on a single C4H5BO2S molecule in a non-equilibrium geometry.

Calculated values
LUMO = 0.29 eV
SMILES string = OB(O)c1cccs1
energy above the lowest of the compared OMol25 structures with the same formula, charge and spin = 0.0000 eV
net charge = 0
HOMO level = -0.3348 Ha
Kohn-Sham gap = 9.4 eV

XYZ file:
```
13
Properties=species:S:1:pos:R:3:mulliken_charge:R:1
O 1.11164 -0.47963 -2.12528 -0.5491
B 0.24369 0.44116 -1.53935 0.6464
O -0.37931 1.39343 -2.36331 -0.5697
C -0.10140 0.16676 -0.05457 0.3199
C 0.60302 -0.57617 0.82534 -0.5123
C -0.01184 -0.61809 2.11537 -0.3392
C -1.13709 0.12297 2.21422 -0.4356
S -1.43860 0.90246 0.69614 -0.1419
H 1.21609 -0.40262 -3.10172 0.2601
H -0.19615 1.34200 -3.28906 0.2578
H 1.45843 -1.17840 0.52375 0.3863
H 0.33546 -1.23642 2.94723 0.3284
H -1.70393 0.12255 3.15124 0.3490
```

=====

ORCA calculation (ωB97M-V/def2-TZVPD) on a molecular structure, C4H5BaLiO2 in a non-equilibrium geometry.

Calculated values
LUMO = -7.58 eV
net charge = +2
HOMO level = -0.5155 Ha
Kohn-Sham gap = 6.5 eV

XYZ file:
```
13
Properties=species:S:1:pos:R:3:mulliken_charge:R:1
H 1.89372 0.85101 0.57795 0.2487
C 0.95940 0.27419 1.02182 0.2719
C 0.50504 -1.02255 0.44582 -0.5993
C -0.83560 -0.95018 -0.27396 -0.4414
C -0.87720 0.05089 -1.38848 -0.1577
O 0.23011 0.62806 -1.62515 -0.5985
O 0.18676 1.04446 1.57050 -0.6688
Li 0.27100 2.74840 2.33006 0.9490
Ba -1.37486 2.10585 -3.38941 1.7457
H 0.48138 -1.74405 1.28019 0.3655
H 1.31024 -1.37630 -0.21651 0.3039
H -1.65870 -0.69868 0.41413 0.2659
H -1.09129 -1.91108 -0.74696 0.3151
```